Entry 1:
ORCA calculation (ωB97M-V/def2-TZVPD) on the molecule C15H24N6O2.

Atoms and positions in Å:
1 N -3.52408 -3.13311 1.32669
2 C -3.03190 -2.53529 2.59638
3 C -1.60812 -2.65070 2.60768
4 C -0.84490 -1.49824 2.05132
5 C -1.34031 -0.19537 2.62591
6 C -1.27519 0.89561 1.48410
7 O -2.31932 0.99364 0.89261
8 N -0.17689 1.64049 1.11564
9 C -0.16713 2.78029 0.15639
10 C 0.21387 2.21709 -1.27651
11 C 1.68140 1.73022 -1.20075
12 N 1.98163 1.09671 -2.50878
13 C 2.98255 1.41807 -3.36458
14 O 3.80286 2.29415 -3.14118
15 C 3.11854 0.48605 -4.50043
16 N 2.22648 -0.41895 -4.79835
17 N 2.85013 -1.19318 -5.85368
18 C 4.08409 -0.77705 -5.95342
19 N 4.32342 0.27077 -5.11771
20 C 1.64197 0.71089 -0.13508
21 C 1.20711 1.16945 1.26232
22 C -2.58566 -0.24841 3.43641
23 C -3.61672 -1.12191 2.74535
24 H -3.42630 -2.48970 0.56694
25 H -4.55255 -3.40735 1.31298
26 H -3.43440 -3.22860 3.42027
27 H -1.37639 -3.61813 2.07236
28 H -1.19639 -2.75156 3.70017
29 H 0.19493 -1.59209 2.26487
30 H -1.05815 -1.54255 0.94059
31 H -0.61975 0.21367 3.28287
32 H 0.45801 3.63686 0.48485
33 H -1.17971 3.13235 -0.06136
34 H -0.50892 1.50979 -1.63974
35 H 0.04208 3.04628 -1.97016
36 H 2.39704 2.55541 -0.86926
37 H 1.53325 0.26554 -2.77354
38 H 4.78366 -1.25388 -6.64782
39 H 5.14105 0.80753 -4.89619
40 H 1.06862 -0.28352 -0.37527
41 H 2.69254 0.49921 -0.00927
42 H 1.83412 2.05404 1.57599
43 H 1.37984 0.29706 1.92645
44 H -2.93484 0.79078 3.58175
45 H -2.39209 -0.58354 4.46416
46 H -3.96179 -0.79892 1.81187
47 H -4.50768 -1.18988 3.38618

Its total energy is -28978.6857 eV. The value obtained for the largest force on an atom is 5.137 eV/A. The value obtained for the lowest unoccupied orbital energy is 0.59 eV. The SMILES is N[C@H]1CC[C@@H](C(=O)N2CCC(NC(=O)c3nnc[nH]3)CC2)CC1. For the HOMO energy, the calculation gives -8.971 eV. As for the relative energy (zero: lowest compared OMol25 entry of this formula, charge and spin): 0.0 kcal per mole. As for the molecular weight: 320.40 g/mol.



Entry 2:
ORCA calculation (ωB97M-V/def2-TZVPD) on a structure of composition C41H54BN3ORbS.

Atoms and positions in Å:
1 Rb -0.59761 2.18185 0.02923
2 C 4.71829 1.65955 2.27553
3 C 4.11179 2.66295 1.29473
4 C 5.15449 3.74605 0.98213
5 C 2.81809 3.29115 1.77563
6 C 2.22209 4.28735 0.98543
7 C 1.06259 4.92695 1.39503
8 C 0.41539 4.55445 2.56313
9 C -0.86121 5.21985 2.97873
10 C 0.96869 3.51625 3.31573
11 C 2.16149 2.91275 2.93593
12 H 5.57129 1.16185 1.81453
13 H 3.99659 0.89775 2.55983
14 H 5.07009 2.17085 3.17083
15 H 3.88129 2.12525 0.36153
16 H 5.29799 4.38745 1.84953
17 H 4.84449 4.36835 0.14763
18 H 6.10949 3.28965 0.72833
19 H 2.70049 4.59895 0.06563
20 H 0.66339 5.73595 0.79553
21 H -1.71511 4.73795 2.49683
22 H -0.85961 6.26805 2.68673
23 H -1.00211 5.15705 4.05563
24 H 0.48549 3.20345 4.23173
25 H 2.56569 2.14015 3.57293
26 O -1.56241 2.81195 -2.08057
27 N -2.61211 2.42315 -2.71207
28 C -2.50851 2.07545 -3.99977
29 C -3.60041 1.72295 -4.76137
30 C -4.85931 1.71445 -4.16777
31 C -4.96321 2.04465 -2.83997
32 C -3.83421 2.38775 -2.07807
33 S -3.94841 2.78805 -0.45037
34 H -1.50101 2.11395 -4.39327
35 H -3.46841 1.47335 -5.80057
36 H -5.74791 1.46125 -4.72807
37 H -5.92361 2.06205 -2.34527
38 C 3.32689 -2.55195 1.17143
39 C 2.02789 -3.21335 1.62783
40 C 2.23939 -4.65625 2.09013
41 C 1.34109 -2.40635 2.71003
42 C 1.96989 -2.24155 3.93143
43 C 1.36689 -1.52125 4.94713
44 C 0.11059 -0.99525 4.73603
45 C -0.55731 -1.13015 3.52133
46 C -1.95551 -0.54025 3.49183
47 C -2.86051 -1.01575 2.36313
48 C -1.87741 0.98785 3.45263
49 C 0.07889 -1.81935 2.47443
50 N -0.45791 -1.94215 1.18963
51 B -0.34961 -0.99225 0.07063
52 N -0.65681 -1.88575 -1.06807
53 C -0.94021 -3.16515 -0.61337
54 C -0.79151 -3.20565 0.72073
55 C -0.73781 -1.59015 -2.42827
56 C -1.90221 -1.87185 -3.17347
57 C -1.92611 -1.58915 -4.53197
58 C -0.84191 -1.02765 -5.17617
59 C 0.29719 -0.74925 -4.44777
60 C 0.37319 -1.02295 -3.09167
61 C 1.68329 -0.79375 -2.37417
62 C 2.77989 -1.69225 -2.95037
63 C 2.09319 0.67795 -2.41187
64 C -3.13741 -2.49305 -2.54947
65 C -3.34781 -3.90465 -3.11027
66 C -4.37471 -1.61445 -2.74017
67 H 3.74449 -3.10755 0.33343
68 H 4.06769 -2.51545 1.96603
69 H 3.11349 -1.53525 0.84733
70 H 1.37879 -3.25165 0.75253
71 H 2.90389 -4.71015 2.94883
72 H 2.66579 -5.25175 1.28543
73 H 1.28469 -5.09595 2.37343
74 H 2.94729 -2.67285 4.09783
75 H 1.86939 -1.38255 5.89563
76 H -0.37571 -0.46805 5.54703
77 H -2.42581 -0.82765 4.44493
78 H -2.53871 -0.57475 1.42163
79 H -3.88351 -0.70035 2.56143
80 H -2.84201 -2.09765 2.26743
81 H -1.38371 1.28475 2.52693
82 H -1.30651 1.38035 4.29093
83 H -2.87991 1.41355 3.47573
84 H -1.15591 -3.98175 -1.27987
85 H -0.91011 -4.04495 1.38713
86 H -2.80981 -1.80875 -5.11397
87 H -0.88561 -0.80595 -6.23507
88 H 1.15019 -0.32415 -4.95637
89 H 1.52919 -1.06065 -1.32317
90 H 3.03089 -1.41435 -3.97157
91 H 2.45069 -2.72865 -2.95267
92 H 3.68159 -1.61705 -2.34687
93 H 2.44849 0.97365 -3.39657
94 H 2.88999 0.85555 -1.69067
95 H 1.23049 1.29315 -2.15417
96 H -2.98531 -2.57925 -1.47037
97 H -3.49421 -3.88865 -4.18717
98 H -4.21111 -4.37955 -2.64837
99 H -2.47221 -4.51875 -2.90967
100 H -4.59571 -1.42585 -3.78727
101 H -4.21561 -0.65455 -2.25497
102 H -5.24271 -2.09175 -2.28727

The charge is -1. Its total energy is -62080.1688 eV. The value obtained for the largest force on an atom is 1.292 eV/A. The value obtained for the lowest unoccupied orbital energy is 2.05 eV. For the HOMO energy, the calculation gives -2.817 eV. As for the relative energy (zero: lowest compared OMol25 entry of this formula, charge and spin): 24.0 kcal per mole. As for the molecular weight: 733.25 g/mol.



Entry 3:
ORCA calculation (ωB97M-V/def2-TZVPD) on a cluster of 13 separate species, H26O13 in total.

Atoms and positions in Å:
1 H 0.58078 -0.89756 0.33813
2 H -0.84397 -0.49927 0.68668
3 H 0.44182 3.95694 0.04719
4 H -0.07357 3.17075 1.24147
5 H -2.87346 -1.72107 2.33673
6 H -2.12165 -1.41554 3.62183
7 H -4.87535 -0.56935 0.47248
8 H -4.77472 -2.06871 0.24482
9 H 5.16518 -1.35446 -1.35438
10 H 3.95450 -1.38972 -0.43620
11 H 2.97130 1.67808 0.38704
12 H 3.89089 0.81331 -0.45946
13 H 3.99549 1.68396 3.68597
14 H 2.78740 2.01473 2.82507
15 H 1.53178 -1.94061 -3.20456
16 H 0.19508 -2.43106 -2.67283
17 H -2.80280 -0.35910 -2.19097
18 H -3.51910 0.27154 -1.00807
19 H 2.68803 0.74305 -2.38297
20 H 3.66912 -0.40606 -2.21850
21 H -2.57359 1.20753 0.25952
22 H -1.36589 2.12858 0.20310
23 H -0.94864 -2.84756 1.63537
24 H 0.31021 -3.60627 1.24845
25 H -3.32659 2.52707 -1.77059
26 H -2.17315 3.14020 -0.99362
27 O -0.14994 -0.34669 0.03551
28 O -0.31632 3.44442 0.34975
29 O -2.14711 -2.03726 2.88576
30 O -4.30937 -1.24159 0.07657
31 O 4.72633 -1.90513 -0.69623
32 O 3.56840 0.92348 0.44212
33 O 3.65471 1.59589 2.78869
34 O 1.05580 -2.10803 -2.38334
35 O -3.62542 0.07975 -1.94664
36 O 2.77492 -0.20728 -2.51830
37 O -1.64415 1.22727 0.00509
38 O -0.64177 -3.71611 1.35176
39 O -2.85519 2.46191 -0.93242

Its total energy is -27035.2900 eV. The value obtained for the largest force on an atom is 6.330 eV/A. The value obtained for the lowest unoccupied orbital energy is -0.37 eV. For the HOMO energy, the calculation gives -8.506 eV. As for the relative energy (zero: lowest compared OMol25 entry of this formula, charge and spin): 153.5 kcal per mole. As for the molecular weight: 234.19 g/mol.



Entry 4:
ORCA calculation (ωB97M-V/def2-TZVPD) on the molecule C5H10O2.

Atoms and positions in Å:
1 C 1.27055 0.76673 -1.53634
2 C 0.43971 1.02625 -0.28055
3 O -0.91168 1.26017 -0.62574
4 C 0.60773 -0.11825 0.76008
5 C -0.69017 -0.60536 1.40789
6 C -1.52836 -1.48395 0.51536
7 O -1.49020 -1.48586 -0.69770
8 H 2.33058 0.60797 -1.30310
9 H 0.89196 -0.13423 -2.03972
10 H 1.18535 1.61442 -2.22454
11 H 0.76699 1.96581 0.18315
12 H -1.22057 0.45107 -1.06275
13 H 1.10128 -0.97797 0.28988
14 H 1.27551 0.22548 1.55742
15 H -1.32514 0.24133 1.70429
16 H -0.48215 -1.17800 2.32119
17 H -2.22140 -2.17562 1.03118

Its total energy is -9441.7595 eV. The value obtained for the largest force on an atom is 0.538 eV/A. The value obtained for the lowest unoccupied orbital energy is 0.92 eV. The SMILES is C[C@@H](O)CCC=O. For the HOMO energy, the calculation gives -10.043 eV. As for the relative energy (zero: lowest compared OMol25 entry of this formula, charge and spin): 29.6 kcal per mole. As for the molecular weight: 102.13 g/mol.